# 1
DFT (ωB97M-V with the def2-TZVPD basis set) results for a structure of composition C46H45EuF5N2O9S.

Geometry as XYZ:
```
109
Properties=species:S:1:pos:R:3:forces:R:3:mulliken_charge:R:1
Eu -0.3249 0.4821 0.5939 -0.3 0.5 0.8 -0.888
O -4.7211 0.8673 0.5723 -0.3 0.3 0.0 -0.604
C -3.4441 1.0107 0.9303 -0.1 -0.4 0.3 0.124
O -2.7428 0.0552 1.1561 0.0 0.3 -0.1 0.104
C -3.0105 2.4535 1.0739 -0.2 -0.1 -0.1 -0.948
O -1.6216 2.4470 1.2479 -0.5 0.4 0.1 0.489
C -1.0070 3.7227 1.2705 1.2 0.2 0.0 -0.856
C 0.5602 3.5060 1.0931 -1.1 1.3 0.4 0.212
O 1.2652 4.4997 1.1845 -0.1 0.0 -0.1 -0.799
O 0.9060 2.3278 0.8296 0.3 -0.6 -0.2 0.356
H -4.9179 -0.0820 0.4817 0.3 0.2 0.1 0.426
H -3.5220 2.9010 1.9423 0.1 -0.1 -0.2 0.474
H -3.3086 2.9944 0.1639 0.1 -0.1 0.1 0.596
H -1.1990 4.2437 2.2164 0.0 -0.1 -0.1 0.414
H -1.3644 4.3473 0.4385 0.0 -0.1 0.1 0.325
C -2.2686 -3.1237 -4.9118 0.4 0.3 0.3 -1.776
C -1.0516 -2.2297 -4.6143 -0.1 -0.4 -0.7 1.337
C -0.0898 -2.2378 -5.8110 -0.2 0.1 0.6 -1.871
O -1.4361 -0.8928 -4.3535 0.2 0.1 -0.2 -0.339
C -1.3601 -0.7006 -2.9425 -0.1 -0.2 0.7 -0.353
C -0.1762 -1.6156 -2.5849 0.2 0.6 0.1 -1.012
O -0.4148 -2.7234 -3.4496 -0.2 -0.1 0.0 -0.267
C 0.0804 -2.0366 -1.1043 0.0 -1.0 -1.0 2.704
O 0.6876 -0.9880 -0.4664 0.7 -0.7 -0.8 -0.420
C -1.1696 -2.4929 -0.3469 -0.1 0.0 0.3 -0.093
C -1.0598 -2.5070 1.0447 0.0 -0.3 -0.2 -1.235
C -2.1326 -2.8642 1.8429 0.0 -0.1 0.0 -0.466
C -3.3403 -3.2142 1.2608 0.0 0.0 0.1 -0.797
C -3.4377 -3.2775 -0.1190 -0.1 0.0 -0.1 -0.977
C -2.3555 -2.9440 -0.9189 0.0 0.0 0.0 0.048
C 1.0340 -3.2417 -1.1798 0.1 0.1 0.2 0.188
C 0.5847 -4.5372 -1.3857 0.1 -0.1 0.0 -0.132
C 1.4912 -5.5779 -1.4842 -0.1 -0.2 0.0 -0.998
C 2.8500 -5.3410 -1.3608 0.1 -0.1 0.0 -0.637
C 3.3001 -4.0554 -1.1137 0.1 -0.1 -0.1 -0.885
C 2.3941 -3.0152 -1.0243 -0.1 0.2 0.0 -0.659
C -1.3349 0.7874 -2.4901 -0.2 -0.3 -0.7 1.739
O -1.6415 0.8102 -1.1488 -0.2 -0.1 -0.4 0.258
C -0.0257 1.5125 -2.7759 0.0 0.2 0.2 0.758
C 0.2474 2.6068 -1.9632 -0.2 0.1 -0.3 -1.473
C 1.4080 3.3447 -2.1139 0.0 0.0 0.0 -0.651
C 2.3083 2.9910 -3.1050 0.1 0.2 0.0 -1.054
C 2.0117 1.9493 -3.9686 0.1 -0.1 -0.1 -1.157
C 0.8500 1.2125 -3.8121 0.0 0.0 0.1 0.174
C -2.4443 1.4760 -3.3020 0.0 0.1 0.2 0.278
C -2.2308 2.0166 -4.5616 -0.1 0.0 -0.1 -0.227
C -3.2722 2.6086 -5.2544 0.0 0.1 -0.2 -1.041
C -4.5396 2.6722 -4.6988 -0.1 0.1 -0.1 -0.618
C -4.7596 2.1416 -3.4399 -0.1 0.0 -0.1 -1.108
C -3.7173 1.5461 -2.7536 0.1 -0.1 0.1 -0.675
H -2.6417 -2.9401 -5.9163 -0.1 0.0 -0.1 0.455
H -3.0618 -2.9200 -4.1961 -0.1 0.0 0.1 0.323
H -1.9639 -4.1637 -4.8207 0.0 -0.1 0.0 0.330
H -0.5581 -1.7229 -6.6478 0.0 0.0 -0.1 0.383
H 0.1465 -3.2632 -6.0855 0.0 -0.1 -0.1 0.418
H 0.8298 -1.7290 -5.5329 0.1 0.1 0.0 0.374
H -2.2872 -1.0843 -2.4879 0.2 0.1 -0.1 0.337
H 0.7632 -1.1224 -2.8865 -0.2 -0.1 0.2 0.789
H -0.0837 -2.3130 1.4731 -0.1 0.1 0.1 1.023
H -2.0205 -2.8805 2.9178 0.0 0.1 0.1 0.451
H -4.1918 -3.4659 1.8789 0.0 0.0 0.0 0.428
H -4.3651 -3.6019 -0.5769 0.0 0.0 0.0 0.449
H -2.4290 -3.0735 -1.9873 0.0 0.1 -0.1 0.380
H -0.4731 -4.7383 -1.4605 -0.1 0.0 -0.1 0.371
H 1.1336 -6.5854 -1.6548 0.0 0.0 0.0 0.427
H 3.5535 -6.1601 -1.4376 0.0 0.0 0.0 0.385
H 4.3587 -3.8667 -0.9976 0.1 0.0 0.0 0.419
H 2.7129 -2.0075 -0.8079 0.1 0.1 0.0 0.415
H -0.5092 2.8872 -1.2403 0.2 0.0 0.0 0.880
H 1.6065 4.1761 -1.4510 0.1 0.0 0.0 0.470
H 3.2314 3.5417 -3.2166 0.1 0.1 0.0 0.381
H 2.6945 1.7069 -4.7721 0.1 0.0 0.0 0.469
H 0.6107 0.4237 -4.5077 0.0 -0.1 0.0 0.693
H -1.2511 1.9730 -5.0101 0.1 0.0 0.0 0.404
H -3.0933 3.0223 -6.2394 0.0 0.0 0.0 0.431
H -5.3535 3.1246 -5.2502 0.0 0.1 0.0 0.380
H -5.7472 2.1862 -2.9988 0.0 0.0 0.0 0.457
H -3.8729 1.1260 -1.7726 0.0 0.0 0.0 0.471
F -2.3089 0.9742 3.7894 -0.2 0.0 0.4 -0.406
C -1.2258 0.2016 4.0804 0.5 -0.3 -0.7 0.021
C -0.3166 -0.0605 3.0574 0.0 -0.7 1.7 1.312
C 0.7552 -0.8394 3.4903 -0.8 0.4 -0.3 0.031
F 1.6980 -1.1416 2.5418 0.2 -0.1 0.3 -0.524
C 0.9407 -1.3262 4.7762 0.1 0.0 -0.2 0.032
F 2.0324 -2.0501 5.1147 -0.2 0.1 0.0 -0.430
C -0.0279 -1.0559 5.7353 0.0 0.1 -0.1 0.675
F 0.0893 -1.5500 6.9895 0.0 0.2 -0.4 -0.398
C -1.1212 -0.2755 5.3831 -0.1 0.0 0.0 0.041
F -2.0655 -0.0142 6.3149 0.1 0.0 -0.1 -0.389
C 2.7230 2.2558 6.8047 -0.1 0.2 0.1 -0.967
N 3.6124 1.9103 5.7198 0.0 -0.1 -0.1 0.088
C 4.5379 0.8466 6.0603 0.2 0.0 0.0 -1.250
C 3.1008 1.9853 4.4425 -0.3 0.3 0.0 0.167
S 1.4906 2.2694 4.1847 -0.1 0.2 0.0 -0.170
N 3.9917 1.8440 3.4259 0.1 -0.1 0.1 0.350
C 3.5049 1.7579 2.0650 -0.3 -0.1 -0.2 -0.988
C 5.3321 2.3845 3.5117 0.1 -0.1 0.1 -1.272
H 3.3079 2.3352 7.7190 0.1 0.0 0.1 0.332
H 1.9340 1.5115 6.9478 0.0 -0.1 0.0 0.293
H 2.2442 3.2085 6.5913 0.0 0.0 0.1 0.372
H 4.0311 0.0711 6.6449 0.0 0.0 0.0 0.399
H 5.3650 1.2485 6.6546 0.0 -0.1 0.0 0.331
H 4.9308 0.3773 5.1625 0.0 0.0 0.0 0.394
H 2.6555 1.0766 2.0044 0.2 0.1 0.1 -0.168
H 4.3089 1.3736 1.4384 0.1 0.0 0.0 0.317
H 3.1748 2.7290 1.6858 0.0 0.0 0.0 0.528
H 5.5369 2.7485 4.5158 0.0 0.0 0.0 0.416
H 5.4268 3.2198 2.8072 0.0 0.0 0.1 0.373
H 6.0665 1.6192 3.2419 0.1 0.1 0.0 0.306
```
Forces are in eV/Å.

Properties
<S²> ... 12.008
2S+1 ... 7
HOMO-LUMO gap (alpha / beta) ... 7.67 / 7.67 eV
Charge ... -1

# 2
DFT (ωB97M-V with the def2-TZVPD basis set) results for a structure of composition C46H45F5GeIrN6O9S3.

Geometry as XYZ:
```
116
Properties=species:S:1:pos:R:3:forces:R:3:mulliken_charge:R:1
Ir 0.4735 0.3137 0.1224 -1.8 -0.8 -0.5 4.461
C 5.4013 3.2573 -5.9560 0.0 -0.1 0.1 -1.524
C 4.6354 2.2672 -5.1175 0.0 0.1 0.0 1.002
C 4.2310 1.0475 -5.6584 0.0 0.0 0.0 -0.831
C 3.4944 0.1434 -4.9114 0.0 -0.1 0.1 -0.429
C 3.1695 0.4600 -3.5978 0.0 0.3 -0.1 -0.199
C 3.5784 1.6596 -3.0273 0.0 -0.1 -0.1 -0.088
C 4.3086 2.5533 -3.7928 0.0 0.0 0.0 -1.249
S 2.1905 -0.6768 -2.6785 0.4 -0.3 0.3 1.720
O 2.9933 -1.3476 -1.7029 -0.1 -0.2 -0.6 -0.810
O 1.4647 -1.4683 -3.6269 -0.2 0.0 -0.3 -0.709
N 1.0996 0.2390 -1.8495 0.3 0.4 0.5 -0.374
C 0.0180 0.8116 -2.5286 0.3 -0.2 -0.3 0.580
C -0.0932 1.0819 -3.8926 0.2 0.0 -0.1 -0.310
C -1.2750 1.6269 -4.3474 0.0 0.0 0.0 -1.020
C -2.3159 1.8857 -3.4591 0.0 0.0 -0.1 -1.270
C -2.1148 1.6093 -2.1302 0.0 -0.3 0.1 -0.699
N -0.9624 1.0851 -1.6788 -0.2 0.1 0.3 0.369
H 5.0733 3.2222 -6.9945 0.0 0.0 0.0 0.382
H 6.4692 3.0265 -5.9374 0.0 0.0 0.0 0.308
H 5.2727 4.2727 -5.5840 0.0 0.0 0.0 0.369
H 4.4903 0.8086 -6.6845 0.0 0.0 0.0 0.399
H 3.1605 -0.7978 -5.3332 0.0 0.1 0.0 0.513
H 3.3268 1.8866 -2.0029 0.0 0.0 -0.1 0.490
H 4.6231 3.4946 -3.3538 0.0 0.0 0.0 0.454
H 0.7262 0.8649 -4.5621 -0.1 0.0 0.0 0.472
H -1.3895 1.8515 -5.4005 0.0 0.0 0.0 0.434
H -3.2651 2.2812 -3.7902 0.0 0.0 0.0 0.537
H -2.8979 1.7784 -1.4028 0.0 0.0 0.0 0.685
C -3.0204 -6.5333 2.9541 0.1 0.1 0.0 -1.188
C -1.9995 -6.6665 1.8177 -0.3 -0.2 0.0 0.087
S -0.7240 -5.4801 2.0390 0.2 0.2 0.4 0.955
O -1.1977 -4.1835 1.6144 0.0 -0.2 0.1 -0.579
O -0.1536 -5.5654 3.3685 -0.1 -0.2 -0.2 -0.732
C 0.5651 -5.9591 0.9032 -0.1 0.0 -0.1 -0.877
C 1.8109 -5.1258 1.2032 -0.2 0.3 0.0 -1.103
N 1.5164 -3.7010 1.4900 0.4 -0.2 0.0 0.656
C 0.9833 -2.8239 0.6222 0.2 0.3 0.1 -0.194
N 0.8048 -1.6343 1.2199 0.3 -0.3 -0.6 0.303
C 1.1761 -1.7876 2.5273 -0.3 0.4 -0.1 -1.577
C 1.6250 -3.0407 2.7029 0.0 -0.5 0.0 -0.054
N 2.1974 -3.5508 3.9221 -0.1 0.0 0.0 1.231
O 1.9893 -2.8890 4.9190 0.0 0.0 -0.1 -0.650
O 2.8717 -4.5612 3.8748 0.0 0.1 0.0 -0.686
C 0.6080 -3.1759 -0.7678 0.1 -0.1 0.2 -0.911
H -4.0027 -6.8265 2.5946 0.0 -0.1 0.0 0.416
H -3.0918 -5.4944 3.2846 -0.1 0.0 0.0 0.253
H -2.7361 -7.1366 3.8135 0.0 0.0 0.0 0.330
H -2.4605 -6.4527 0.8467 0.1 0.0 -0.1 -0.006
H -1.5098 -7.6450 1.8065 -0.2 0.1 0.0 0.529
H 0.1772 -5.8367 -0.1078 0.0 0.0 0.0 0.423
H 0.7749 -7.0124 1.0914 0.1 0.0 -0.1 0.742
H 2.5149 -5.1546 0.3759 0.0 0.0 -0.1 0.429
H 2.2873 -5.5286 2.0814 0.2 0.1 0.1 0.453
H 1.1495 -0.9986 3.2543 -0.1 -0.2 -0.1 0.899
H 1.3927 -3.7527 -1.2577 0.0 0.0 0.0 0.616
H 0.4451 -2.2808 -1.3490 -0.1 0.1 -0.1 -0.620
H -0.3245 -3.7452 -0.7487 0.0 0.0 0.0 -0.082
C -1.4012 2.7919 5.6016 0.0 0.1 -0.1 -0.713
C -1.5622 3.8919 4.7659 0.0 0.0 0.0 -0.693
C -1.1799 3.8208 3.4316 0.0 -0.1 0.1 -0.673
C -0.6184 2.6495 2.9234 0.0 -0.5 0.1 0.461
C -0.4682 1.5505 3.7706 -0.1 0.2 0.1 0.277
C -0.8541 1.6177 5.1045 0.0 -0.1 -0.1 -0.748
Ge -0.1624 2.6065 1.0187 0.0 0.8 0.1 2.801
C -1.8791 3.2896 0.3307 -0.2 -0.3 -0.1 -0.366
C -3.0723 2.8260 0.8995 0.0 0.2 -0.1 -0.386
C -4.3071 3.2962 0.4643 0.1 0.0 0.0 -0.755
C -4.3650 4.2408 -0.5526 0.0 0.0 0.0 -0.687
C -3.1899 4.7102 -1.1280 0.0 0.0 0.1 -0.815
C -1.9586 4.2362 -0.6920 -0.1 0.0 0.2 -0.350
C 1.0796 4.0388 0.5744 0.3 -0.1 -0.1 0.517
C 1.6406 4.8335 1.5719 0.0 0.0 -0.2 -0.802
C 2.4730 5.8967 1.2348 0.0 0.0 0.0 -0.860
C 2.7543 6.1667 -0.0975 0.0 0.0 0.1 -0.820
C 2.2298 5.3553 -1.0978 0.0 -0.1 0.0 -1.055
C 1.4054 4.2914 -0.7622 0.0 0.1 0.2 0.022
H -1.7047 2.8516 6.6393 0.0 0.0 0.0 0.394
H -1.9897 4.8092 5.1519 0.0 0.0 0.0 0.453
H -1.3227 4.6799 2.7847 0.0 0.0 0.0 0.467
H -0.0268 0.6353 3.3866 0.0 0.1 0.1 -0.255
H -0.7214 0.7593 5.7526 0.0 0.0 0.0 0.514
H -3.0411 2.1095 1.7152 -0.1 0.1 0.0 0.215
H -5.2167 2.9359 0.9284 0.0 0.0 0.0 0.466
H -5.3239 4.6205 -0.8863 0.1 0.0 0.0 0.417
H -3.2300 5.4549 -1.9138 0.0 0.0 0.0 0.471
H -1.0535 4.6206 -1.1446 0.0 0.0 0.0 0.420
H 1.4347 4.6177 2.6141 0.0 0.1 0.0 0.386
H 2.9119 6.5052 2.0157 0.0 0.0 0.0 0.445
H 3.3920 7.0032 -0.3572 0.0 0.0 0.0 0.411
H 2.4720 5.5475 -2.1364 0.0 0.0 0.0 0.483
H 1.0247 3.6389 -1.5444 0.0 0.1 0.0 0.558
F 2.7208 1.8546 -0.0539 0.5 0.4 -0.1 -0.186
C 2.4163 0.7506 0.6845 -0.8 0.2 -0.1 -0.296
F 3.2514 -0.2065 0.2891 0.5 -0.2 0.8 -0.148
C 2.8537 1.1418 2.1157 -0.1 -0.2 0.0 0.378
F 2.0250 2.0434 2.6468 0.2 0.0 0.1 -0.071
F 4.0677 1.6693 2.0945 0.3 0.0 0.0 -0.286
F 2.8736 0.0780 2.9235 0.4 0.3 0.1 -0.238
N -1.6241 -0.1566 0.9778 1.0 0.7 0.1 -0.344
C -2.3217 -1.3389 0.5125 0.2 -0.1 0.0 0.344
C -2.3247 -1.6416 -0.8464 0.2 0.1 -0.1 -0.160
C -3.0132 -2.7490 -1.2986 -0.2 -0.1 0.3 -1.611
C -3.7251 -3.5332 -0.3886 0.1 0.0 0.0 0.009
C -3.7230 -3.2273 0.9664 -0.1 0.2 -0.4 -0.645
C -2.9931 -2.1359 1.4204 -0.2 0.1 0.2 -0.588
S -4.5338 -5.0142 -1.0080 0.0 -0.3 -0.1 1.385
O -3.3942 -5.8870 -1.3081 0.0 0.2 0.2 -0.699
O -5.3561 -5.4823 0.0954 0.1 0.1 0.1 -0.717
O -5.2539 -4.5682 -2.1830 0.0 0.0 0.1 -0.716
H -1.6669 -0.0565 1.9865 -0.2 0.0 0.0 0.028
H -1.9960 0.6812 0.5400 -0.5 -0.1 0.2 -0.374
H -1.7667 -1.0216 -1.5390 -0.1 -0.2 0.1 0.417
H -3.0133 -3.0267 -2.3456 0.0 0.0 0.0 0.435
H -4.2934 -3.8478 1.6474 0.1 0.0 -0.1 0.696
H -2.9333 -1.9204 2.4859 -0.1 0.0 -0.1 0.463
```
Forces are in eV/Å.

Properties
<S²> ... 0.755
2S+1 ... 2
HOMO-LUMO gap (alpha / beta) ... 5.38 / 5.25 eV
Energy relative to the best compared isomer or geometry (same formula, charge and spin) ... 47.2 kcal per mole

Which value of <S²> does entry 2 give? 0.755

The highest <S²> belongs to which entry? C46H45EuF5N2O9S